Entry from the Open Molecules 2025 dataset: C27H72AsF6O27S9 as an isolated structure at a distorted geometry (ωB97M-V/def2-TZVPD).

Structure (XYZ):
```
142
Properties=species:S:1:pos:R:3:forces:R:3
C -6.2920 2.2752 -3.3505 -1.004 -1.268 0.433
O 2.7380 1.9279 -4.8409 0.590 -0.415 1.186
C 6.5629 -5.3716 2.0012 -0.412 -0.075 -0.760
O -8.0488 0.2758 -3.4207 1.661 -0.235 1.162
H 2.1623 -3.2443 1.6317 -0.572 0.155 -0.114
H 4.7433 -4.2953 1.9718 -0.334 0.168 -0.228
H 7.1211 0.8067 2.8895 0.045 -0.148 -0.046
C -4.5915 6.4897 3.0058 -0.370 0.354 -0.480
H 0.0461 0.6887 -4.1288 -0.066 -0.384 0.128
O -1.0433 3.0292 -5.0669 -1.518 -1.937 -0.010
As 0.1139 0.3543 0.5647 -0.032 -0.008 -2.000
H -1.7925 3.7935 0.8174 -0.009 -0.067 -0.347
H 5.6796 0.0736 -2.3645 -0.031 -0.511 0.020
O 4.8129 3.0083 -4.1415 -0.268 -1.053 0.907
H -5.1709 6.1206 3.8521 -0.040 0.004 -0.140
S 3.8468 1.9562 -3.9115 -0.541 -0.632 -0.143
O -2.9391 -6.4548 0.0116 2.561 2.166 0.202
F -0.4463 0.8412 2.1625 0.514 -0.375 -1.159
C 6.4815 -1.0180 -4.1921 -1.676 0.986 1.298
H -1.3274 5.5101 0.6614 -0.149 0.040 -0.240
C 7.7230 1.6266 2.4977 1.363 0.075 0.752
H -8.1616 3.2724 2.0009 0.166 -0.113 0.069
S -3.4489 5.0563 -0.4703 1.149 -1.490 0.631
C 8.7078 2.1397 3.6307 -1.310 -0.633 -1.688
H -4.9647 -0.0102 2.0828 1.022 -0.062 0.015
H -1.1709 4.4470 -0.7823 0.096 -0.267 0.257
H 0.5632 -4.9252 -0.8867 0.038 -0.083 0.245
H 4.6421 -5.8586 1.1381 -0.073 0.173 -0.182
H -3.8662 1.9733 4.3072 -0.340 -0.020 -0.394
C 1.8975 -3.8262 2.5145 -0.197 0.161 0.579
H -7.1750 2.8827 -3.5484 0.173 0.182 -0.024
H 7.2028 -4.4959 2.1100 0.018 -0.087 0.165
C 3.2736 1.8965 -2.1132 0.742 -0.422 -1.192
F 1.5194 -0.5313 1.2945 -1.270 0.995 -0.759
H -4.9094 1.7535 1.9339 -0.236 0.095 -0.299
H -1.9940 -0.5030 -8.5780 -0.217 -0.219 0.202
H -5.2208 4.7844 1.7229 -0.052 0.238 0.098
O -7.6167 1.9069 5.0433 0.978 0.558 -2.160
H -0.6289 1.4664 -7.7639 -0.691 0.274 0.020
H -3.8202 0.1842 4.1607 0.570 0.166 0.659
H 4.0524 0.8927 2.0026 -0.071 -0.027 0.522
H 8.1143 2.5370 4.4541 0.398 0.081 0.066
H 0.1380 -3.9664 -3.1461 -0.340 -0.060 0.091
C -1.2012 -0.6148 -7.8384 -0.339 -0.887 -0.588
H 1.3248 -3.0945 -2.2460 -0.035 0.027 0.406
O -5.9864 3.3374 3.7471 -0.478 -0.244 0.108
C -0.0752 -1.3411 5.9118 -0.653 -1.195 0.388
H 4.4642 -2.1745 1.0731 0.219 0.053 -0.027
H -0.3256 -0.9657 -8.3846 0.260 0.437 -0.068
C 5.2626 -4.9769 1.2981 0.607 -0.716 1.928
O 3.1708 -4.5385 -0.4165 1.784 1.294 -0.347
O -4.2232 3.7732 -0.4466 1.219 3.390 -0.093
S -6.9049 2.2263 3.8055 0.228 -1.626 0.311
C 0.2626 -3.3385 -2.2639 -0.912 -0.383 1.152
H 2.8316 2.8667 -1.8866 0.251 -0.171 0.100
H 2.6113 1.0630 -1.8791 -0.554 0.195 -0.863
H -5.0783 7.3376 2.5239 -0.689 -0.227 -0.054
F 0.6707 -0.0371 -1.1321 -0.419 -0.228 1.853
H -2.8939 -0.7412 -0.5792 -0.521 0.097 0.706
H -1.4974 -0.3558 -3.9660 0.298 0.052 -0.221
S 4.3568 -3.7301 -0.7143 -0.545 0.084 -2.642
H -7.3161 1.6977 1.6411 -0.719 0.080 -0.445
H -1.3845 -1.4316 -7.1403 -0.494 0.094 0.007
O 5.3615 3.4021 0.1701 0.573 -1.050 0.345
H -4.1469 1.0229 -1.6804 0.073 -0.008 -0.239
H -3.7087 7.0057 3.3831 0.520 -0.707 0.011
H 3.3909 2.5044 1.8200 0.271 0.195 -0.046
O -1.8680 -2.9287 4.6166 2.213 -0.350 1.974
H 1.5891 -4.8121 2.1667 0.397 -0.120 0.218
O -3.8344 6.0398 0.8401 0.153 -0.458 -3.186
H 6.3275 -5.8225 2.9652 0.123 0.066 -0.010
H -5.6329 2.7398 -2.6171 0.144 -0.024 -0.334
O 5.6182 -4.3512 0.0905 -0.774 0.714 -1.333
H 4.6178 2.2287 3.1429 -0.055 -0.137 -0.235
O -1.4224 -4.6282 -0.9811 -2.513 -1.512 0.348
O 6.8755 2.6621 2.0232 -1.439 0.057 -1.412
C -0.1508 -4.1032 -0.9383 3.730 0.599 -1.296
C 0.7352 -3.1550 3.2697 1.118 0.978 -1.276
H 3.2942 -1.5734 -0.0659 -0.122 -0.373 -0.466
H -0.3071 -2.4132 -2.3489 0.019 -0.006 -0.189
H 8.3451 1.2972 1.6655 -0.150 -0.350 0.018
H -4.2916 -1.9171 -0.8187 0.132 0.114 0.375
O 0.6112 -3.5943 4.6332 -1.682 -0.228 0.698
O -5.6777 -0.1588 -2.4348 -1.944 0.082 -0.114
H -5.8425 1.9236 -4.2792 0.226 0.257 0.249
H -3.6914 -3.7743 0.5705 0.338 0.142 -0.142
O -0.7110 -3.8626 6.7193 -0.085 1.103 -1.517
O -2.0977 0.9636 -6.2498 0.018 1.172 0.627
O -0.7183 -5.7994 1.1670 -2.595 0.623 -1.979
H -3.1979 -4.4549 2.1155 0.275 0.261 0.160
H 7.4797 -1.2348 -3.8117 0.026 0.297 -0.196
H 6.5012 1.0389 -3.5308 -0.299 0.360 -0.257
H -8.9023 1.7602 2.6184 0.204 -0.245 -0.390
H 5.0457 -1.5103 -0.5110 -0.062 0.041 0.243
H 9.4153 2.8447 3.1942 -0.234 0.255 0.257
C -2.8282 -3.9995 1.1968 0.630 -2.035 -0.667
H -2.1183 -3.1845 1.3375 -0.217 -0.060 0.005
H 4.1450 1.6110 -1.5239 0.336 0.823 -0.112
O -7.3940 1.2484 -1.2032 0.009 -0.738 -0.323
H 2.8267 -3.8010 3.0839 -0.100 -0.499 0.364
F -1.2737 1.2080 -0.2289 1.160 -0.915 1.117
C -4.3418 5.3830 1.9619 -0.051 0.173 2.130
H -2.8293 1.1604 3.0818 0.213 0.106 0.173
C -3.7516 -1.0422 -1.1807 0.508 -0.565 -1.232
H 5.8487 -1.8705 -3.9453 0.109 -0.249 -0.526
H -0.0787 0.4876 -6.4739 0.061 0.072 0.241
H 7.0605 -6.1006 1.3615 0.241 -0.045 0.204
O -3.2188 2.0430 -4.2346 1.105 -0.272 -1.313
C -7.9747 2.2456 2.3150 0.641 0.231 1.397
C -0.9941 0.5992 -3.8155 -0.914 1.445 -0.689
O -6.0621 0.8455 3.4017 -2.792 1.322 1.588
H 0.0351 -3.4977 -0.0512 -0.265 0.312 -0.080
H -0.8317 -0.9293 6.5799 -0.032 0.111 -0.154
C -1.7247 4.6416 0.1361 -1.243 0.410 -0.708
H -3.2059 -1.3897 -2.0580 -0.376 0.063 -0.584
O -3.3417 5.8843 -1.6733 -0.710 -1.204 2.310
C 5.8228 0.1907 -3.4387 0.898 0.003 -0.308
S -0.7015 -3.0481 5.5183 0.401 0.376 -1.895
S -1.9140 -5.4389 0.3494 -0.623 0.140 1.833
S -1.9103 1.8671 -4.8407 1.423 -0.598 0.290
F 1.1035 1.8487 0.3217 -0.791 -1.319 0.946
H 9.2779 1.2517 3.9039 -0.066 0.063 0.366
O 4.8035 -3.5585 -2.1210 -0.869 -0.516 3.206
S -7.0314 0.8145 -2.5333 1.244 1.324 -0.459
H 0.0512 -0.7270 5.0202 -0.146 -0.313 -0.033
H -5.0887 0.2916 -0.4188 -0.893 0.264 -0.290
O 6.0396 0.9467 0.2911 -0.508 1.761 0.804
C -0.9446 0.6487 -7.1160 0.945 0.657 1.564
H -0.1068 -3.2854 2.5900 -0.639 -0.212 0.850
H 0.9588 -2.0884 3.2905 -0.161 0.186 0.037
C -4.8778 0.9230 2.6392 -0.467 1.427 -0.401
C -3.7757 1.1306 3.6218 1.087 -1.654 -0.378
C 4.2707 1.9507 2.1477 0.799 -0.501 -1.387
O 4.5308 0.4593 -4.0487 -0.041 1.151 0.077
H 6.4355 -0.7279 -5.2418 0.303 -0.469 -0.010
H -1.1330 0.9032 -2.7780 0.170 0.134 -0.052
H -3.5933 4.7280 2.4076 0.123 -0.403 -0.232
S 5.6605 2.2133 0.9238 0.255 0.296 1.660
C 4.2640 -2.0657 0.0071 0.193 -0.683 0.139
C -4.6902 0.1151 -1.4179 0.649 0.568 0.778
F -0.8371 -1.1985 0.6107 1.057 1.803 0.094
H 0.8501 -1.4582 6.4758 -0.030 -0.120 -0.193
```
Forces are in eV/Å.

- HOMO energy (eV) = -8.97
- energy (eV) = -259109.6161
- largest force on an atom (eV/A) = 3.99
- HOMO-LUMO gap (eV) = 10.33
- net charge = -1

Atom charges from the Löwdin analysis, given in e for atoms 1 to 8: -0.10, -0.31, -0.06, -0.30, 0.05, 0.09, 0.11, -0.06

Entry from the Open Molecules 2025 dataset: C27H72CrF2NO31S11 as an isolated structure at a distorted geometry (ωB97M-V/def2-TZVPD).

Structure (XYZ):
```
145
Properties=species:S:1:pos:R:3:forces:R:3
H -1.5105 7.2781 0.1786 0.949 -0.134 0.079
H 1.9843 -6.8843 -1.7503 0.405 -0.802 1.047
O -1.7393 0.9524 4.4994 -3.180 2.558 -1.458
O 1.2234 1.4057 -4.7027 -0.515 1.045 0.643
O 0.7441 -2.2081 -0.3202 -1.395 2.047 -0.195
Cr 2.1409 1.7768 -0.2948 1.282 0.037 -0.065
H -0.8090 8.9434 -1.7137 -0.402 -0.145 0.075
O -0.9106 5.6819 -1.0757 0.868 -2.853 0.747
H -4.5831 3.8566 -6.1239 -0.465 0.329 0.416
C 1.3824 -0.9119 6.1423 -0.043 -0.101 -0.175
O 1.2101 2.1884 -2.3839 0.105 -0.129 -0.055
O -3.8484 4.3349 -3.0962 -1.086 -0.793 -0.529
H 6.7523 -2.5688 -0.7753 -0.168 -0.392 -0.141
H 6.9779 -1.3078 0.3399 -0.325 0.248 0.443
S 0.1436 -1.0221 -0.9304 2.702 -3.448 -5.390
S -2.8315 1.8742 3.9987 1.284 -0.699 0.283
H 1.5421 0.6584 -7.2246 0.080 0.163 0.014
H 2.8482 -1.9691 5.1004 0.226 -0.111 -0.395
C -5.6380 -0.0608 2.5674 1.094 -0.374 -0.618
H -5.0002 0.4335 -0.8068 -1.212 -0.227 -0.253
H -5.7929 -2.7252 -2.7209 0.967 0.787 0.145
H -5.9247 0.4976 1.6764 0.563 0.291 -0.166
H -4.0342 2.7292 5.9380 0.512 -0.503 0.329
H -5.0945 2.2964 4.6920 -0.060 -0.538 -0.196
H 1.3985 -5.4222 -1.9829 0.336 1.048 0.069
O -2.4672 3.2836 3.6458 -1.201 -3.512 0.400
H -3.1632 4.5170 -0.3492 0.457 -0.434 -0.352
C -0.5482 7.8862 -1.7625 0.915 0.124 0.756
H 5.7740 -2.3348 -2.5840 -0.251 -0.208 -0.090
H 4.8924 -7.4642 -0.2496 -0.009 0.378 0.115
H 1.2653 -1.0355 -7.0680 0.042 -0.222 0.655
O -0.1787 3.4240 -0.1950 -0.983 3.265 0.457
O 2.8744 0.2583 1.5812 0.227 -0.660 1.567
C 6.3218 -3.1855 1.2373 0.305 -1.444 -0.392
C 2.5571 -0.9197 5.1448 -0.441 -1.070 2.382
O -0.3488 -0.6541 2.0235 0.161 -1.191 -2.057
H 0.0431 -6.3555 0.0337 -0.033 -0.055 -0.803
C 1.8838 -5.9657 -1.1722 -1.408 0.303 -1.573
O 4.5538 -0.7375 3.1558 -2.767 -0.161 -0.655
H -0.6211 3.6915 -5.1051 -0.054 -0.174 0.213
C -2.5707 4.3944 0.5575 0.401 0.148 0.146
H 2.5989 -0.1981 -6.1019 0.397 -0.499 -0.828
H 5.0968 2.2936 6.2025 -0.018 0.709 0.037
C -4.7415 3.0386 -5.4210 0.812 0.298 1.485
O -5.3063 2.2548 -2.8452 -1.490 2.930 -1.379
H 2.7947 2.4874 5.7173 -0.897 0.255 -0.443
C -1.9962 -4.2162 -2.0760 -0.507 -0.127 -0.056
H -6.0843 0.5051 3.3851 -0.067 -0.626 0.251
O -1.1244 -1.1394 -1.6614 2.369 0.955 2.177
H -7.2470 -4.3213 -1.5063 0.068 0.356 -0.592
H 5.7591 -4.0846 0.9859 -0.802 0.353 -0.517
H 0.4885 7.8324 -1.4300 0.238 -0.049 -0.438
H 0.9330 0.0650 6.3205 0.056 0.045 -0.261
H -5.1731 -0.4318 -2.4774 -0.154 0.185 0.380
C 3.4106 2.9626 4.9537 1.160 -0.200 0.659
H 4.7761 1.2970 4.8810 -0.323 -0.066 -0.289
H -3.6276 2.1115 -1.6587 -0.049 0.220 -0.012
C 4.9747 -7.3396 -1.3293 -0.554 0.437 0.828
N 0.6927 0.4871 -0.1054 -5.038 -5.871 -1.780
H 0.8138 4.2245 -4.1784 -0.389 0.652 0.218
H 4.6465 -1.3579 -3.5558 -0.161 -0.082 0.071
H 2.9278 -2.6969 1.0690 0.449 0.489 0.306
O 2.4168 4.9236 2.8887 -0.327 -3.427 -1.379
H -1.7081 -3.3592 -2.6848 -0.303 0.251 0.447
H -3.7240 -0.6821 3.6108 -0.216 -0.031 0.055
H -0.2487 0.1037 -5.6240 -0.385 1.048 0.692
C -4.2028 1.5716 -2.4109 2.025 -2.492 0.626
C 1.0316 -5.8967 0.0537 -0.167 -0.961 1.027
O -1.9520 0.4084 0.4253 2.773 -1.278 -0.480
H 0.6532 4.1097 4.5581 0.024 -0.069 -0.222
S -0.7929 4.7054 0.2376 -0.647 0.747 -0.232
H -3.6131 -0.6579 1.8458 -0.109 -0.055 0.059
S 3.1675 -0.7040 2.6560 0.323 -0.106 -1.240
H 3.4558 4.0478 5.0457 -0.277 -0.061 0.021
H -3.6945 -0.2537 -1.4478 0.270 -0.329 -0.732
F -0.3622 1.5464 1.6321 0.092 1.151 0.357
C 6.3173 -2.1495 0.1319 3.105 -1.345 1.009
C 1.5869 -0.1592 -6.5051 1.048 1.384 0.280
H -0.6825 7.5224 -2.7812 0.285 0.127 -0.005
F 1.1498 -0.8961 -2.2212 -0.438 0.642 0.714
O -0.9502 1.2446 -3.4518 3.311 1.650 0.324
C -4.0812 -0.1849 2.7090 -1.296 0.594 -0.266
C 4.7726 2.3498 5.1633 0.719 -0.570 -0.316
H 7.2807 -3.7035 1.2178 0.569 0.695 0.790
O -2.1900 -2.8838 0.2317 -1.945 -1.771 -1.417
H 0.8615 -4.8731 0.3872 0.345 0.040 -0.037
H -2.6541 -4.8579 -2.6621 0.157 -0.139 -0.031
H -6.8221 -2.9778 -0.4459 0.018 0.182 -0.170
H -1.0818 -4.7456 -1.8084 -0.281 -0.075 0.404
C 2.5610 -2.3612 2.0390 -0.058 0.408 1.635
O 5.9837 0.1945 -1.3548 -3.724 -2.237 0.322
H 1.6735 -1.3068 7.1156 0.484 0.117 -0.027
C -1.3551 6.9828 -0.8591 -1.963 2.331 -0.823
O 2.1033 -0.4512 3.8993 1.314 0.398 -2.307
O 3.9478 -5.7030 -3.1692 0.342 0.560 2.330
S 4.4153 -5.6283 -1.7765 1.053 -1.594 -1.764
H -2.6500 3.4029 1.0033 -0.028 0.032 -0.126
O 5.5329 -4.7364 -1.4618 -2.331 -0.911 0.123
O -3.6281 1.1913 2.6837 1.903 2.030 1.822
H 6.0243 -7.5136 -1.5662 -0.189 0.434 -0.448
H 3.9853 -2.6530 -2.4367 0.116 0.209 -0.041
C -5.2994 -3.3625 -1.9870 -0.701 -2.088 0.466
H -6.0882 -4.5488 -0.2989 0.437 0.131 -0.007
C 4.7675 -1.9187 -2.6290 0.289 1.302 0.683
O -0.2614 5.6044 1.2742 -0.283 -2.472 -1.206
C -0.1798 3.7811 -4.1125 1.426 -2.408 0.273
H 0.9020 -0.6382 -4.5713 0.015 0.295 0.307
S 0.3193 2.0228 -3.5256 -3.662 -0.098 -0.864
H -4.3350 0.9074 5.6473 -0.083 0.321 0.083
S 4.7696 -0.6907 -1.2638 2.584 -0.017 -0.350
H 3.4225 -0.3929 5.5468 -0.086 0.379 -0.355
C 0.5085 3.4195 3.7269 0.274 -0.840 -0.794
H 0.6123 -1.6118 5.8180 -0.140 0.249 -0.304
H -0.3243 3.6984 3.0813 0.232 0.224 0.152
H 1.5287 -6.4941 0.8179 0.126 0.354 0.395
O 3.1384 -5.3955 -0.7843 2.058 0.407 -0.868
H -0.8789 4.1203 -3.3481 0.303 0.192 -0.017
H -2.3560 7.1073 -1.2723 -0.497 -0.703 0.009
O 1.8359 2.8337 1.4157 1.258 1.603 2.334
S 2.0132 3.5008 2.7422 0.690 2.196 1.915
H 2.8167 -3.0111 2.8759 0.550 -0.305 -0.237
C -4.2345 1.9144 5.2422 0.973 0.696 -1.333
S -0.5644 0.1800 0.8636 -3.661 4.971 6.443
H 0.3393 2.3902 4.0430 0.067 -0.005 0.039
S -5.0130 3.6667 -3.6558 -2.003 -0.366 -1.501
O -3.5990 -4.9743 -0.0738 0.554 1.256 -0.723
C -6.4151 -3.8058 -1.0263 0.328 -0.182 0.844
H 5.5014 2.8147 4.4995 0.183 0.151 0.358
S -2.9875 -3.7776 -0.6221 0.781 1.423 0.428
H -3.5397 1.3725 -3.2528 0.247 0.049 -0.097
O 5.0172 -1.8116 -0.0272 -3.847 3.374 -2.087
H -5.6240 2.4448 -5.6590 0.227 0.072 0.088
O 3.0911 2.5784 3.6071 -1.905 0.589 -2.165
H 1.4721 -2.4091 2.0461 -0.013 0.851 -0.199
H 5.9318 -2.8860 2.2100 0.611 0.448 -0.056
C 0.7815 0.1836 -5.2772 -1.063 -2.667 -1.136
O 3.4202 -0.1159 -1.1676 1.429 0.064 0.481
C -4.6129 0.2146 -1.8019 1.176 1.234 0.699
O -4.1205 -2.8119 -1.3465 0.391 -0.130 0.726
O -6.3257 4.2972 -3.7671 2.147 -0.594 0.780
H -4.9624 -4.2449 -2.5308 -0.078 -0.093 -0.201
H -3.7988 2.4919 -5.4439 -0.224 -0.439 0.153
H 4.3337 -8.1188 -1.7418 -0.010 0.394 -0.445
H -2.9813 5.1427 1.2353 0.543 -0.011 0.272
H -6.0601 -1.0381 2.3330 -0.218 -0.140 0.801
```
Forces are in eV/Å.

- HOMO energy (alpha / beta) (eV) = -12.17 / -12.56
- energy (eV) = -247156.1784
- <S²> = 6.006
- largest force on an atom (eV/A) = 8.92
- HOMO-LUMO gap (alpha / beta) (eV) = 8.35 / 9.05
- net charge = +1
- multiplicity = 5

Atom charges from the Löwdin analysis, given in e for atoms 1 to 8: 0.12, 0.12, -0.33, -0.22, -0.27, 1.02, 0.09, -0.26